[1]
{"formula": "CH2Cl2", "method": "ωB97M-V with the def2-TZVPD basis set", "elements": ["Cl", "C", "Cl", "H", "H"], "coordinates": [[-1.37, -0.87, -0.02], [0.01, 0.13, -0.03], [1.43, -0.86, -0.01], [-0.11, 0.79, 0.88], [0.05, 0.82, -0.82]], "e_homo_ha": -0.4015, "gap_ev": 11.94, "smiles": "ClCCl"}

[2]
{"formula": "C36H20BrCl5F4P2S2Ti", "method": "ωB97M-V with the def2-TZVPD basis set", "elements": ["Ti", "Cl", "C", "C", "C", "Cl", "C", "Cl", "C", "Cl", "C", "Cl", "F", "C", "C", "F", "C", "F", "C", "P", "C", "C", "C", "C", "C", "C", "C", "C", "C", "C", "C", "C", "C", "Br", "C", "F", "H", "H", "H", "H", "H", "H", "H", "H", "H", "H", "S", "P", "S", "C", "C", "C", "C", "C", "C", "C", "C", "C", "C", "C", "C", "H", "H", "H", "H", "H", "H", "H", "H", "H", "H"], "coordinates": [[-0.40, 1.69, 0.60], [-2.41, 0.85, -1.65], [-2.96, 0.11, -0.07], [-1.69, 0.03, 0.82], [-2.04, -0.08, 2.27], [-0.99, 1.07, 3.10], [-3.02, -0.70, 2.95], [-3.21, -0.41, 4.62], [-3.96, -1.68, 2.32], [-5.17, -2.41, 3.26], [-3.76, -2.04, 1.06], [-6.35, -0.69, -0.04], [-7.56, -0.84, 1.24], [-5.57, 0.52, 0.59], [-5.61, -1.82, -0.64], [-7.73, -0.29, -1.10], [-4.32, -2.37, -0.26], [-4.01, -3.56, -0.84], [-3.14, -1.40, -0.13], [-1.35, -1.67, 0.05], [-0.80, -2.86, 1.23], [-0.02, -2.48, 2.32], [0.43, -3.45, 3.21], [0.09, -4.78, 3.00], [-0.68, -5.16, 1.91], [-1.12, -4.20, 1.01], [-0.52, -1.96, -1.49], [0.84, -2.28, -1.46], [1.48, -2.63, -2.63], [0.77, -2.68, -3.82], [-0.59, -2.40, -3.85], [-1.24, -2.03, -2.68], [-4.13, 0.83, 0.43], [-1.76, 3.57, 0.43], [-4.93, 1.73, 0.95], [-5.07, 2.88, 1.48], [0.25, -1.45, 2.49], [1.03, -3.17, 4.06], [0.44, -5.54, 3.70], [-0.93, -6.20, 1.75], [-1.71, -4.50, 0.15], [1.39, -2.27, -0.52], [2.54, -2.88, -2.62], [1.27, -2.97, -4.74], [-1.15, -2.47, -4.77], [-2.30, -1.82, -2.70], [1.07, 1.13, -1.10], [2.33, 2.43, -0.09], [1.43, 2.64, 1.74], [3.95, 1.72, 0.13], [4.27, 0.44, -0.32], [5.52, -0.07, -0.05], [6.44, 0.68, 0.67], [6.12, 1.95, 1.12], [4.87, 2.48, 0.85], [2.43, 3.97, -0.98], [3.12, 3.96, -2.19], [3.17, 5.11, -2.95], [2.53, 6.27, -2.49], [1.86, 6.27, -1.28], [1.80, 5.12, -0.52], [3.55, -0.14, -0.88], [5.79, -1.06, -0.40], [7.42, 0.27, 0.88], [6.84, 2.54, 1.67], [4.62, 3.48, 1.20], [3.62, 3.06, -2.54], [3.70, 5.12, -3.89], [2.58, 7.17, -3.09], [1.38, 7.18, -0.93], [1.27, 5.12, 0.43]], "e_homo_ha": [-0.4743, -0.4743], "gap_ev": [5.60, 5.60], "charge": 2}

[3]
{"formula": "C22H27Cl5F11N5O6S3SeTeW", "method": "ωB97M-V with the def2-TZVPD basis set", "elements": ["W", "Cl", "C", "C", "C", "Cl", "C", "Cl", "C", "Cl", "C", "Cl", "F", "C", "F", "F", "S", "O", "O", "N", "S", "O", "O", "C", "F", "F", "F", "F", "Te", "F", "F", "F", "F", "O", "Se", "N", "C", "C", "C", "C", "C", "C", "N", "H", "H", "H", "H", "C", "C", "C", "S", "O", "C", "C", "C", "H", "H", "H", "H", "H", "H", "H", "H", "H", "H", "H", "H", "H", "H", "N", "C", "C", "N", "H", "H", "H", "H", "H", "H", "H", "H", "H"], "coordinates": [[-1.12, 0.89, -0.26], [-4.49, 1.86, 0.79], [-3.16, 2.66, 1.55], [-1.81, 2.23, 1.40], [-0.89, 3.01, 2.14], [0.84, 2.85, 2.07], [-1.27, 4.06, 2.99], [-0.12, 4.96, 3.89], [-2.61, 4.42, 3.11], [-3.09, 5.68, 4.15], [-3.56, 3.72, 2.37], [-5.20, 4.19, 2.49], [-1.71, 4.42, -3.26], [-2.38, 3.36, -3.70], [-3.30, 3.72, -4.56], [-1.54, 2.51, -4.27], [-3.25, 2.60, -2.24], [-2.23, 2.47, -1.13], [-4.26, 3.53, -1.92], [-3.74, 1.23, -2.78], [-3.90, -0.08, -1.95], [-3.01, -0.06, -0.75], [-5.22, -0.47, -1.64], [-3.18, -1.46, -3.00], [-2.79, -0.99, -4.18], [-2.13, -1.99, -2.38], [-4.10, -2.38, -3.15], [-0.01, 4.28, -0.84], [0.82, 3.22, -2.21], [-1.16, 0.72, -2.17], [2.24, 3.28, -1.00], [1.38, 4.84, -2.89], [2.21, 2.45, -3.32], [0.41, 1.57, -0.23], [-2.90, -0.51, 2.14], [-1.36, -0.76, 1.17], [-0.96, -2.04, 1.39], [0.19, -2.72, 0.91], [0.42, -4.01, 1.29], [-0.43, -4.72, 2.19], [-1.52, -4.10, 2.71], [-1.79, -2.75, 2.33], [-2.81, -2.08, 2.84], [0.86, -2.22, 0.23], [1.28, -4.52, 0.89], [-0.19, -5.74, 2.45], [-2.20, -4.59, 3.39], [4.44, -0.23, -2.93], [4.00, 0.33, -1.59], [2.77, -0.36, -0.98], [1.29, -0.22, -2.00], [0.19, -0.73, -0.97], [1.33, -1.62, -3.12], [1.76, -2.97, -2.57], [1.36, -4.07, -3.56], [5.40, 0.20, -3.22], [3.74, 0.05, -3.73], [4.55, -1.31, -2.92], [3.79, 1.40, -1.68], [4.80, 0.22, -0.86], [2.46, 0.14, -0.06], [2.93, -1.42, -0.78], [1.96, -1.30, -3.96], [0.30, -1.65, -3.47], [1.27, -3.16, -1.61], [2.84, -2.99, -2.42], [0.28, -4.16, -3.63], [1.76, -5.03, -3.25], [1.75, -3.86, -4.56], [2.82, 0.06, 5.45], [1.72, -0.88, 4.98], [0.87, -0.22, 3.90], [1.41, -0.15, 2.57], [3.38, -0.35, 6.20], [2.42, 0.93, 5.80], [3.45, 0.29, 4.68], [1.13, -1.13, 5.86], [2.22, -1.78, 4.62], [0.61, 0.80, 4.22], [-0.07, -0.78, 3.87], [1.65, -1.06, 2.20], [2.19, 0.49, 2.44]], "e_homo_ha": -0.5003, "gap_ev": 6.37, "charge": 2}

[4]
{"formula": "C4H9NO2", "method": "ωB97M-V with the def2-TZVPD basis set", "elements": ["C", "C", "C", "O", "C", "N", "O", "H", "H", "H", "H", "H", "H", "H", "H", "H"], "coordinates": [[2.30, 0.85, -0.79], [0.81, 0.50, -0.84], [0.46, -0.59, 0.16], [-0.94, -0.90, 0.05], [-1.73, -0.47, 1.06], [-3.03, -0.75, 0.78], [-1.34, 0.05, 2.09], [2.93, -0.03, -0.98], [2.54, 1.60, -1.55], [2.57, 1.26, 0.19], [0.20, 1.38, -0.63], [0.54, 0.15, -1.85], [1.00, -1.52, -0.06], [0.68, -0.28, 1.18], [-3.72, -0.31, 1.36], [-3.28, -0.95, -0.18]], "e_homo_ha": -0.3823, "gap_ev": 11.34, "smiles": "CCCOC(N)=O"}

[5]
{"formula": "C6H13NO2S2", "method": "ωB97M-V with the def2-TZVPD basis set", "elements": ["C", "C", "S", "C", "C", "N", "S", "O", "O", "C", "C", "H", "H", "H", "H", "H", "H", "H", "H", "H", "H", "H", "H", "H"], "coordinates": [[3.08, -2.17, 0.17], [2.89, -0.86, 0.37], [2.55, 0.33, -0.91], [1.77, 1.85, -0.12], [0.74, 1.45, 0.97], [0.21, 0.14, 0.54], [-0.99, 0.32, -0.41], [-1.26, 1.68, -0.86], [-1.09, -0.62, -1.74], [-2.41, -0.51, 0.45], [-3.60, -0.42, -0.37], [2.66, -2.81, -0.68], [3.68, -2.80, 0.95], [3.36, -0.48, 1.26], [1.23, 2.26, -1.03], [2.49, 2.63, 0.28], [1.12, 1.29, 1.99], [0.01, 2.35, 1.06], [-0.23, -0.94, -2.07], [-1.88, -1.55, 0.33], [-2.53, -0.07, 1.46], [-3.61, -1.06, -1.29], [-4.42, -0.56, 0.39], [-3.77, 0.54, -0.73]], "e_homo_ha": -0.2991, "gap_ev": 8.68, "smiles": "C=CSCCN=[S@@](=O)(O)CC"}

[6]
{"formula": "C27H33AsBN6ReS4Si", "method": "ωB97M-V with the def2-TZVPD basis set", "elements": ["Re", "C", "C", "C", "C", "C", "N", "N", "B", "N", "N", "C", "C", "C", "C", "C", "N", "N", "C", "C", "C", "C", "C", "H", "H", "H", "H", "H", "H", "H", "H", "H", "H", "H", "H", "H", "H", "H", "H", "H", "H", "H", "H", "H", "H", "S", "As", "S", "S", "S", "C", "C", "C", "C", "C", "C", "Si", "C", "C", "C", "C", "C", "C", "H", "H", "H", "H", "H", "H", "H", "H", "H", "H", "H"], "coordinates": [[-0.48, -0.18, -0.41], [0.09, -2.99, 1.61], [0.92, -2.84, 0.38], [1.89, -3.65, -0.15], [2.40, -2.99, -1.28], [3.47, -3.43, -2.22], [1.75, -1.84, -1.41], [0.82, -1.74, -0.42], [1.92, -0.64, -2.42], [2.20, 0.62, -1.59], [1.55, 0.70, -0.39], [2.30, 1.48, 0.41], [2.17, 1.59, 1.90], [3.39, 1.96, -0.31], [3.31, 1.39, -1.57], [4.21, 1.53, -2.74], [0.57, -0.47, -3.15], [-0.58, -0.80, -2.47], [-1.53, -0.97, -3.42], [-2.91, -1.49, -3.20], [-0.99, -0.72, -4.67], [0.34, -0.41, -4.46], [1.39, -0.02, -5.44], [0.30, -3.95, 2.08], [-0.98, -2.95, 1.41], [0.34, -2.21, 2.33], [2.22, -4.60, 0.23], [3.82, -4.42, -1.94], [4.31, -2.74, -2.19], [3.10, -3.46, -3.24], [2.80, -0.89, -3.18], [1.36, 0.99, 2.30], [2.03, 2.62, 2.22], [3.10, 1.24, 2.34], [4.17, 2.61, 0.05], [4.97, 2.28, -2.52], [3.66, 1.84, -3.62], [4.72, 0.59, -2.97], [-2.89, -2.53, -2.91], [-3.47, -1.41, -4.13], [-3.49, -0.96, -2.45], [-1.50, -0.79, -5.62], [0.93, 0.17, -6.41], [2.13, -0.81, -5.57], [1.91, 0.88, -5.12], [-0.27, 2.34, 4.44], [-1.56, 3.87, 4.31], [-0.49, 3.08, 1.13], [-1.15, 1.12, 1.31], [-1.89, 4.20, 2.04], [-5.37, -3.66, 0.75], [-4.05, -3.83, 0.33], [-3.29, -2.72, 0.00], [-3.85, -1.43, 0.08], [-5.18, -1.28, 0.49], [-5.93, -2.39, 0.83], [-2.91, 0.04, -0.44], [-3.92, 1.51, -0.87], [-4.17, 2.52, 0.05], [-4.88, 3.65, -0.32], [-5.34, 3.79, -1.61], [-5.11, 2.79, -2.55], [-4.40, 1.65, -2.18], [-5.96, -4.53, 1.00], [-3.63, -4.82, 0.26], [-2.27, -2.86, -0.35], [-5.62, -0.29, 0.54], [-6.96, -2.28, 1.14], [-0.56, 1.21, -1.25], [-3.82, 2.43, 1.07], [-5.07, 4.43, 0.41], [-5.90, 4.67, -1.90], [-5.47, 2.89, -3.56], [-4.23, 0.89, -2.93]], "e_homo_ha": [-0.4967, -0.4966], "gap_ev": [5.59, 5.65], "charge": 2}